Density functional theory data (ωB97M-V with the def2-TZVPD basis set) for C5H10O2 in the gas phase.

Values from the calculation:
E_HOMO: -8.3 eV
Total energy: -346.8567 Eh
Energy above the lowest of the compared OMol25 structures with the same formula, charge and spin: 4.591 eV
Frontier orbital gap: 9.37 eV
Lowest unoccupied orbital energy: 1.034 eV

```
! RIJCOSX wB97M-V def2-TZVPD def2/J DEFGRID3
* xyz 0 1
C 2.5892 -0.2911 0.3184
O 1.4464 0.2310 -0.3099
C 0.2978 -0.5393 -0.0652
C -0.8822 0.1042 -0.7863
C -2.2105 -0.5129 -0.3934
C -0.6255 1.8523 0.6931
O -0.8623 1.5405 -0.5475
H 2.4604 -0.3706 1.4083
H 3.4141 0.3928 0.1103
H 2.8424 -1.2861 -0.0764
H 0.0963 -0.5975 1.0143
H 0.4192 -1.5609 -0.4600
H -0.7211 0.0422 -1.8653
H -3.0428 0.0503 -0.8250
H -2.2626 -1.5393 -0.7726
H -2.3273 -0.5308 0.6958
H -0.4111 2.9417 0.6243
*
```

Density functional theory data (ωB97M-V with the def2-TZVPD basis set) for a molecular structure, C25H41Cl3LaN3O3SSi in a non-equilibrium geometry.

Values from the calculation:
E_HOMO: -6.6 eV
Total energy: -3467.2821 Eh
Energy above the lowest of the compared OMol25 structures with the same formula, charge and spin: 1.897 eV
Frontier orbital gap: 5.79 eV
Lowest unoccupied orbital energy: -0.786 eV

```
! RIJCOSX wB97M-V def2-TZVPD def2/J DEFGRID3
* xyz 0 1
C -2.6850 2.2566 -2.8523
C -3.0436 1.1154 -1.9516
H -3.4549 2.4135 -3.6105
H -1.7186 2.0663 -3.3486
H -2.5647 3.1867 -2.2729
C -3.8717 0.1192 -2.2907
C -4.5309 -0.0041 -3.6200
H -4.1383 -0.6553 -1.5695
H -3.8924 0.3797 -4.4306
H -5.4918 0.5327 -3.6568
H -4.7470 -1.0614 -3.8222
La 1.8946 0.4531 -0.0501
Cl 1.1939 2.6490 1.4574
Cl 3.5651 -0.5662 -1.9065
C -0.0859 -0.5438 2.7725
O 0.8164 -0.5480 1.9082
N -0.4769 -1.6511 3.4120
C 0.1821 -2.9236 3.1172
C -1.4188 -1.6245 4.5278
H -0.6206 0.3834 3.0578
H 0.6156 -2.8845 2.1166
H -0.5635 -3.7269 3.1729
H 0.9707 -3.1270 3.8588
H -1.8649 -0.6255 4.5804
H -0.9041 -1.8502 5.4758
H -2.2100 -2.3677 4.3669
H -0.5603 -0.3447 -2.8636
H -2.3666 -2.9324 -2.8031
C 0.0098 -1.2235 -3.2042
C -1.3437 -3.3160 -2.9592
N -0.3482 -2.4022 -2.4125
H 1.0810 -1.0109 -3.1145
C 0.2218 -2.6177 -1.2041
O 0.9193 -1.7777 -0.6136
H -1.2535 -4.2863 -2.4614
H -0.0065 -3.6132 -0.7704
H -0.2475 -1.4369 -4.2500
H -1.1776 -3.4280 -4.0390
O -1.0103 0.9916 -1.0892
C -2.2611 1.0895 -0.6548
C -2.4994 -1.3217 0.0916
C -2.6861 0.0287 0.3691
H -1.9526 -1.5781 -0.8159
C -3.0378 -2.2924 0.9367
H -2.3744 2.0841 -0.1790
C -3.3701 0.4294 1.5139
H -2.8646 -3.3454 0.7130
C -3.8055 -1.9000 2.0354
C -3.9682 -0.5392 2.3265
H -3.4428 1.5005 1.7216
H -4.2787 -2.6551 2.6658
H -4.5606 -0.2241 3.1920
Si 2.5880 3.5170 -2.5262
Cl 1.1043 2.0394 -2.0845
C 4.0071 2.6388 -3.3756
C 3.1822 4.3100 -0.9365
C 1.9028 4.8036 -3.7017
H 4.1253 1.6262 -2.9701
H 4.9689 3.1589 -3.2597
H 3.8321 2.5430 -4.4571
H 1.6283 4.3569 -4.6682
H 2.6427 5.5908 -3.9195
H 1.0169 5.2999 -3.2889
H 3.0688 3.6567 -0.0623
H 2.6068 5.2244 -0.7304
H 4.2454 4.6049 -1.0055
S 4.4542 0.8302 1.3542
C 4.0143 0.0146 2.7662
N 4.5721 -1.2347 2.9606
C 4.3485 -1.9872 4.0796
C 3.5146 -1.5003 5.0671
C 2.9144 -0.2433 4.9017
C 3.1610 0.5011 3.7606
H 5.1933 -1.5787 2.2268
H 4.8700 -2.9449 4.1128
H 3.3394 -2.0981 5.9601
H 2.2558 0.1482 5.6712
H 2.6721 1.4484 3.5519
*
```

Density functional theory data (ωB97M-V with the def2-TZVPD basis set) for C12H22O8 in the gas phase in a non-equilibrium geometry.

Values from the calculation:
E_HOMO: -9.9 eV
Total energy: -1072.1048 Eh
SMILES string: CO[C@H](C)CCOOC(=O)C(=O)OOCC[C@H](C)OC
Energy above the lowest of the compared OMol25 structures with the same formula, charge and spin: 0.237 eV
Frontier orbital gap: 9.86 eV
Lowest unoccupied orbital energy: -0.049 eV

```
! RIJCOSX wB97M-V def2-TZVPD def2/J DEFGRID3
* xyz 0 1
C -3.3634 -2.7768 -4.9564
O -2.4924 -1.9903 -4.2005
C -1.6996 -2.7046 -3.2346
C -2.4218 -2.7198 -1.8625
C -0.3113 -2.0686 -3.1856
C 0.6865 -2.9156 -2.3904
O 1.9894 -2.3035 -2.3997
O 2.0384 -1.1818 -1.4408
C 3.2016 -1.1206 -0.7369
O 4.1896 -1.8574 -0.8479
C 3.3485 0.1388 0.0391
O 4.3333 0.3331 0.7273
O 2.3408 1.0447 -0.1420
O 2.5444 2.3418 0.4784
C 1.3826 2.7554 1.2029
C 1.7464 2.7993 2.6891
C 0.4954 3.1746 3.5410
C 0.8685 3.1049 5.0323
O -0.5711 2.2456 3.2424
C -1.8143 2.4929 3.8644
H -4.1024 -2.1439 -5.4775
H -3.8576 -3.5293 -4.3051
H -2.8513 -3.3590 -5.7547
H -1.5832 -3.7555 -3.5304
H -3.4353 -3.1389 -1.9087
H -2.4754 -1.6628 -1.4725
H -1.7947 -3.3128 -1.1792
H 0.1057 -1.9348 -4.1656
H -0.4084 -1.0748 -2.7917
H 0.7774 -3.9020 -2.8017
H 0.3102 -3.0752 -1.3548
H 0.5507 2.0085 1.0314
H 1.0760 3.7284 0.8661
H 2.5525 3.5210 2.8652
H 2.0412 1.7541 2.9486
H 0.1582 4.1600 3.2849
H 0.9240 2.0681 5.3539
H 0.1361 3.6599 5.6643
H 1.8490 3.5429 5.1325
H -1.9776 3.5569 4.0089
H -2.6580 2.0658 3.3041
H -1.8284 2.0315 4.8625
*
```

Density functional theory data (ωB97M-V with the def2-TZVPD basis set) for 6 unconnected molecules or ions with the total composition C12H36O6 in a non-equilibrium geometry.

Values from the calculation:
E_HOMO: -9.6 eV
Total energy: -930.1602 Eh
SMILES string: CCO.CCO.CCO.CCO.CCO.CCO
Energy above the lowest of the compared OMol25 structures with the same formula, charge and spin: 2.254 eV
Frontier orbital gap: 9.98 eV
Lowest unoccupied orbital energy: 0.418 eV

```
! RIJCOSX wB97M-V def2-TZVPD def2/J DEFGRID3
* xyz 0 1
C -2.7889 -3.9363 0.4431
C -3.0451 -5.4375 0.2030
O -2.6126 -6.2083 1.3262
H -1.7162 -3.7598 0.4075
H -3.1459 -3.6226 1.4255
H -3.4002 -3.3939 -0.2799
H -2.4345 -5.7400 -0.6447
H -4.1239 -5.5332 0.0747
H -3.3564 -6.4090 1.8973
C -0.9818 -0.9762 -0.3807
C 0.4428 -0.4327 -0.3405
O 0.9441 0.0355 -1.5550
H -0.9354 -1.9083 -0.9471
H -1.6095 -0.3287 -1.0008
H -1.4883 -1.0916 0.5742
H 1.1210 -1.1949 0.0559
H 0.5603 0.2969 0.4696
H 0.4751 0.8580 -1.7461
C 1.1934 0.8659 5.2956
C 0.4124 0.6560 3.9885
O -0.4109 1.7648 3.7051
H 0.5325 0.8975 6.1640
H 1.8356 1.7410 5.4017
H 1.8618 0.0095 5.4247
H -0.2215 -0.2269 4.0870
H 1.1547 0.5540 3.1925
H -0.1980 2.0881 2.8219
C -1.0480 4.5452 -3.4551
C -0.8098 3.0390 -3.2634
O 0.1987 2.7753 -2.2445
H -0.9955 5.1441 -2.5478
H -2.0553 4.6874 -3.8509
H -0.3521 4.9519 -4.1896
H -0.5323 2.4827 -4.1565
H -1.6909 2.5914 -2.8063
H 1.0365 3.1982 -2.4570
C 1.6471 -3.7636 -2.3908
C 1.3115 -2.7223 -3.4402
O 2.2143 -1.6353 -3.3324
H 1.0265 -4.6598 -2.4737
H 1.4158 -3.3487 -1.4060
H 2.6976 -4.0477 -2.3501
H 0.2994 -2.3411 -3.2553
H 1.2650 -3.0900 -4.4663
H 1.8666 -1.1078 -2.5911
C 2.0413 4.0421 2.4804
C 1.5008 3.7506 1.1059
O 0.5734 2.6743 1.1751
H 2.6562 4.9470 2.4309
H 2.8531 3.3662 2.7662
H 1.3019 4.0912 3.2753
H 2.3370 3.6075 0.4127
H 0.9937 4.6209 0.6744
H 0.1831 2.6337 0.2926
*
```